1.
Below is a cluster of 15 separate species, C6H39NO14 in total at a distorted geometry, with properties calculated with ωB97M-V/def2-TZVPD.

calculated total energy: -37009.4664 eV
total charge: 0
energy relative to the best compared isomer or geometry (same formula, charge and spin): 4.1294 eV
orbital gap: 7.5 eV
HOMO level: -7.530 eV
LUMO: -0.04 eV

Last column: natural (NBO) charge in e.
Element x y z (Å)
C 0.15390 2.74786 -2.60170  -0.316
C -0.99730 2.26649 -3.07180  -0.015
N -1.14301 0.97851 -3.58431  -0.860
C 0.28623 3.98205 -1.70621  -0.469
C 1.53515 3.88791 -0.81034  -0.171
C 1.87981 2.71802 -0.29250  -0.200
C 2.93858 2.47369 0.74194  -0.654
H 1.14332 2.34628 -2.76180  0.226
H -1.95422 2.72692 -2.84617  0.183
H -2.07093 0.70078 -3.83358  0.386
H -0.34110 0.36632 -3.68641  0.402
H -0.51813 3.99813 -0.96936  0.211
H 0.43009 4.80549 -2.40298  0.215
H 2.15861 4.77209 -0.81807  0.199
H 1.24302 1.84253 -0.40187  0.183
H 3.37883 1.48070 0.57750  0.199
H 3.69899 3.23662 0.88509  0.213
H 2.48040 2.29016 1.71384  0.239
H 4.62822 -3.09680 -0.92319  0.464
H 3.66526 -3.10832 0.04240  0.466
O 3.86966 -3.67651 -0.72461  -0.923
H -0.41922 -3.72828 2.44869  0.502
H -0.91246 -4.13219 1.11843  0.475
O -1.23791 -3.69958 1.91687  -0.983
H 1.29785 -0.36578 0.89078  0.478
H 0.24634 -0.94865 -0.02704  0.507
O 1.10100 -1.16126 0.40174  -1.020
H -1.95791 -1.94651 2.34069  0.515
H -0.69507 -1.12465 2.05883  0.479
O -1.61859 -1.03932 2.32396  -0.996
H -2.22213 2.08890 0.59117  0.475
H -2.72280 1.28689 1.63819  0.527
O -1.86823 1.39407 1.16883  -0.989
H 2.30143 -2.55171 -1.95015  0.495
H 0.74395 -2.34832 -1.87349  0.478
O 1.47927 -2.56151 -2.45436  -0.969
H 0.20100 1.75391 2.19028  0.509
H 0.38416 0.45038 3.01082  0.476
O 0.86122 1.18248 2.60766  -0.978
H 1.78342 -0.46939 -3.04566  0.491
H 1.17715 -0.37860 -4.37435  0.468
O 1.54018 0.20570 -3.69852  -0.940
H -3.67336 -1.98091 -2.46148  0.469
H -2.51186 -1.35236 -1.63840  0.505
O -3.44337 -1.23608 -1.89609  -0.988
H 3.22382 -0.84135 3.19983  0.488
H 2.52030 -1.50083 2.00217  0.486
O 3.18164 -1.65297 2.68342  -0.970
H 1.22720 -3.05012 4.13257  0.478
H 2.07648 -3.37577 2.91805  0.499
O 1.25575 -3.62907 3.36373  -0.966
H -3.80388 0.61677 -0.83700  0.493
H -4.83961 0.07673 0.15171  0.483
O -4.09685 0.67860 0.07954  -0.974
H -1.75314 -0.10278 0.25069  0.544
H -1.00405 0.41471 -1.07069  0.499
O -1.34135 -0.37205 -0.62186  -1.031
H -3.11666 1.63945 4.03240  0.472
H -2.76560 0.26944 3.42700  0.499
O -3.41277 0.99142 3.38915  -0.960

Forces on atoms 1 to 3 (eV/Å):
C 0.217 1.097 0.817
C 0.464 -1.441 0.917
N -0.388 0.523 -0.363

=====

2.
Below is the molecule CH3NOS2 at a distorted geometry, with properties calculated with ωB97M-V/def2-TZVPD.

calculated total energy: -26290.8050 eV
total charge: 0
energy relative to the best compared isomer or geometry (same formula, charge and spin): 2.1639 eV
orbital gap: 9.6 eV
HOMO level: -9.721 eV
LUMO: -0.08 eV

Last column: natural (NBO) charge in e.
Element x y z (Å)
C -0.35033 -0.33416 -0.72499  0.036
N 0.79587 -0.10394 -1.05345  -0.638
O 2.37634 -1.66210 -0.00562  -0.932
S 3.45259 0.93830 0.06995  -0.388
S 2.01593 -0.29844 0.03327  1.620
H -1.13540 -0.50526 -1.44325  0.200
H -0.53236 -0.49390 0.36549  0.140
H 1.31572 -0.20599 1.12372  -0.038

Forces on atoms 1 to 3 (eV/Å):
C -2.502 -1.041 2.665
N 3.381 1.002 -2.960
O 0.379 -2.259 -0.647

=====

3.
Below is the molecule C2H5N3O at a distorted geometry, with properties calculated with ωB97M-V/def2-TZVPD.

calculated total energy: -8673.2131 eV
total charge: 0
energy relative to the best compared isomer or geometry (same formula, charge and spin): 0.4294 eV
orbital gap: 10.3 eV
HOMO level: -9.428 eV
LUMO: 0.88 eV

Last column: natural (NBO) charge in e.
Element x y z (Å)
C -0.44744 1.04487 -0.10445  0.749
N 0.60851 1.72653 -0.64623  -0.838
N -0.07642 -1.83032 -0.14427  -0.812
C 0.11390 -1.01352 0.90899  0.304
N -0.07668 0.24119 0.96795  -0.567
O -1.57847 1.13322 -0.53482  -0.631
H 0.38365 2.49438 -1.25917  0.396
H 1.45902 1.79392 -0.11346  0.394
H -0.35791 -1.41649 -1.02123  0.409
H -0.18384 -2.81970 -0.00983  0.404
H 0.15569 -1.35406 1.95653  0.193

Forces on atoms 1 to 3 (eV/Å):
C 0.277 -0.379 -0.472
N 0.112 0.311 -0.093
N 0.448 -0.195 -0.167

=====

4.
Below is the molecule C5H10O2 at a distorted geometry, with properties calculated with ωB97M-V/def2-TZVPD.

calculated total energy: -9439.8884 eV
total charge: 0
energy relative to the best compared isomer or geometry (same formula, charge and spin): 3.1546 eV
orbital gap: 10.6 eV
HOMO level: -10.084 eV
LUMO: 0.51 eV

Last column: natural (NBO) charge in e.
Element x y z (Å)
O 2.91183 -0.75576 1.24938  -0.529
C 2.14969 0.01785 0.58423  0.419
C 1.33857 -0.47379 -0.61576  -0.518
C -0.14397 -1.15729 -0.35417  -0.388
C -1.15175 -0.32167 0.44317  -0.450
C -1.18803 1.10959 0.33219  -0.086
O -1.72228 1.72701 -0.92852  -0.734
H 2.16966 1.24307 0.73704  0.123
H 1.22483 0.48343 -1.25859  0.216
H 1.99899 -1.16234 -1.12592  0.245
H -0.64837 -1.58499 -1.17334  0.214
H 0.12975 -2.04778 0.25420  0.217
H -0.89601 -0.58162 1.48434  0.232
H -2.28846 -0.68958 0.31862  0.219
H -1.83406 1.43777 1.11963  0.184
H -0.29590 1.73762 0.54638  0.176
H -1.75448 1.01848 -1.61287  0.461

Forces on atoms 1 to 3 (eV/Å):
O -3.233 3.356 -2.454
C 2.627 -0.991 2.125
C -1.982 1.773 -0.593

=====

5.
Below is the molecule C7H11NO at a distorted geometry, with properties calculated with ωB97M-V/def2-TZVPD.

calculated total energy: -10970.8125 eV
total charge: 0
energy relative to the best compared isomer or geometry (same formula, charge and spin): 4.4636 eV
orbital gap (alpha / beta): 7.9 / 8.0 eV
HOMO level (alpha / beta): -8.072 / -7.818 eV
LUMO (alpha / beta): -0.17 / 0.23 eV

Last column: natural (NBO) charge in e.
Element x y z (Å)
C 1.61645 -0.69562 -0.12813  0.662
N 1.46420 -1.60064 0.88214  -0.824
C 0.97883 0.64947 0.12781  -0.362
C 1.38548 1.69442 -0.72703  -0.312
O 2.17942 -0.97021 -1.17320  -0.620
H 0.81095 -1.43325 1.62904  0.397
H 1.72515 -2.55488 0.69157  0.402
H 0.87085 0.87827 1.18499  0.228
H 2.05796 1.49775 -1.54733  0.214
H 1.12583 2.71960 -0.50513  0.190
C -1.67282 -0.50102 0.39047  -0.207
C -0.83850 0.49262 -0.33928  -0.272
C -2.13727 -0.31627 1.62572  -0.384
C -0.72254 0.33282 -1.75418  -0.317
H -1.82138 -1.45689 -0.10517  0.206
H -1.03876 1.48898 0.04688  0.218
H -1.97756 0.61811 2.15369  0.191
H -1.52720 -0.13673 -2.31174  0.178
H 0.20149 0.38062 -2.29764  0.209
H -2.68057 -1.08715 2.15653  0.205

Forces on atoms 1 to 3 (eV/Å):
C -0.285 -0.065 -0.222
N 0.062 -0.028 0.014
C -0.690 -0.413 0.002

=====

6.
Below is a cluster of 8 separate species, C16H28BNO32S6 in total at a distorted geometry, with properties calculated with ωB97M-V/def2-TZVPD.

calculated total energy: -149735.9540 eV
total charge: 0
energy relative to the best compared isomer or geometry (same formula, charge and spin): 8.8311 eV
orbital gap: 7.4 eV
HOMO level: -8.777 eV
LUMO: -1.38 eV

Last column: Mulliken charge in e.
Element x y z (Å)
N -0.39829 0.92820 -0.53254  -0.445
H -1.16295 1.44261 -0.11927  0.365
H 0.08834 1.63750 -1.06186  0.382
H -0.79353 0.29841 -1.21611  0.357
H 0.20859 0.40682 0.08387  0.336
O -4.66558 -0.79809 1.44855  -0.708
C -4.78153 -0.68589 2.71115  0.670
O -5.55404 -1.32262 3.49952  -0.490
B -5.33315 -1.03736 4.91383  0.962
O -4.49299 0.14325 4.84441  -0.476
C -4.14121 0.42267 3.57867  0.603
O -3.45799 1.37703 3.04398  -0.696
O -6.57849 -0.89236 5.69191  -0.443
C -6.55257 -1.66495 6.77836  0.539
O -7.40729 -1.77237 7.66184  -0.600
C -5.24967 -2.49069 6.73026  0.579
O -4.58063 -2.14039 5.57668  -0.374
O -4.86906 -3.25351 7.56312  -0.566
C -3.75415 6.76598 2.43761  -0.186
C -2.88156 7.32761 3.48514  -0.258
O -1.56897 7.19995 3.07899  -0.329
S -1.43478 7.07543 1.44516  1.059
O -0.91270 5.74315 1.13832  -0.471
O -0.79100 8.36472 1.00200  -0.524
O -3.02309 6.99696 1.29174  -0.316
H -4.64585 7.38448 2.33548  0.215
H -3.98400 5.70142 2.39316  0.272
H -2.84775 6.78904 4.43219  0.278
H -3.19815 8.35552 3.66200  0.259
C -0.69976 -7.01656 -3.82211  -0.302
C -0.33672 -6.67331 -5.32557  -0.257
O -0.24158 -5.24415 -5.30131  -0.344
S -1.09984 -4.52145 -4.07687  1.049
O -2.49098 -4.35750 -4.53347  -0.524
O -0.38987 -3.30571 -3.67086  -0.456
O -0.77182 -5.87924 -3.04571  -0.286
H 0.00151 -7.76280 -3.44870  0.282
H -1.73710 -7.33033 -3.70565  0.290
H -1.15241 -6.86594 -6.02245  0.254
H 0.55636 -7.19346 -5.67192  0.292
C 0.61770 -3.13214 5.49782  -0.358
C 1.79452 -3.85196 4.99678  -0.235
O 1.70082 -4.21282 3.67480  -0.321
S 0.14561 -3.75487 3.08315  1.054
O -0.79795 -4.85500 3.36718  -0.512
O 0.17832 -3.03385 1.76847  -0.465
O 0.10078 -2.62478 4.26813  -0.281
H 0.95292 -2.38746 6.21975  0.308
H -0.12978 -3.72491 6.02507  0.297
H 2.00879 -4.69998 5.64721  0.265
H 2.60724 -3.12561 4.99815  0.250
C 4.82597 -2.66413 -4.29273  -0.284
C 4.40918 -1.74125 -5.46982  -0.209
O 3.86459 -0.56110 -4.77662  -0.290
S 4.64265 -0.23014 -3.33748  1.030
O 3.64062 -0.04842 -2.31822  -0.467
O 5.70856 0.79648 -3.37079  -0.522
O 5.32002 -1.80766 -3.22015  -0.353
H 5.71580 -3.24852 -4.52677  0.271
H 4.13948 -3.38432 -3.84757  0.260
H 3.56583 -2.07342 -6.07522  0.294
H 5.29377 -1.66103 -6.10162  0.271
C -0.08291 2.13971 -7.12137  -0.190
C -0.72974 3.44910 -7.55342  -0.403
O -1.20600 4.04258 -6.35932  -0.353
S -1.86399 2.88220 -5.35193  1.061
O -3.26684 2.69170 -5.70994  -0.514
O -1.52328 3.25790 -4.03863  -0.470
O -0.91328 1.71188 -6.05653  -0.275
H 0.84904 2.44696 -6.64683  0.233
H 0.09397 1.34825 -7.84965  0.293
H -1.65261 3.27317 -8.10611  0.306
H -0.15380 4.11689 -8.19408  0.315
C 5.99017 1.28687 2.53770  -0.284
C 5.69462 2.66930 2.07346  -0.341
O 5.14886 3.17491 3.24454  -0.323
S 4.02365 2.13261 3.92308  1.018
O 2.62692 2.26077 3.39836  -0.453
O 4.33603 2.18070 5.35103  -0.497
O 4.83203 0.85645 3.22628  -0.302
H 6.85087 1.31043 3.20608  0.278
H 6.23273 0.75264 1.61908  0.329
H 5.04588 2.56143 1.20421  0.248
H 6.48819 3.32811 1.72088  0.327

Forces on atoms 1 to 3 (eV/Å):
N -0.347 0.416 -1.072
H -0.506 -0.167 1.075
H 0.819 0.214 -0.189

=====

Q: What is the calculated total energy in the fifth record?
A: -10970.8125 eV

=====

Repeat the fourth record exactly.
Below is the molecule C5H10O2 at a distorted geometry, with properties calculated with ωB97M-V/def2-TZVPD.

calculated total energy: -9439.8884 eV
total charge: 0
energy relative to the best compared isomer or geometry (same formula, charge and spin): 3.1546 eV
orbital gap: 10.6 eV
HOMO level: -10.084 eV
LUMO: 0.51 eV

Last column: natural (NBO) charge in e.
Element x y z (Å)
O 2.91183 -0.75576 1.24938  -0.529
C 2.14969 0.01785 0.58423  0.419
C 1.33857 -0.47379 -0.61576  -0.518
C -0.14397 -1.15729 -0.35417  -0.388
C -1.15175 -0.32167 0.44317  -0.450
C -1.18803 1.10959 0.33219  -0.086
O -1.72228 1.72701 -0.92852  -0.734
H 2.16966 1.24307 0.73704  0.123
H 1.22483 0.48343 -1.25859  0.216
H 1.99899 -1.16234 -1.12592  0.245
H -0.64837 -1.58499 -1.17334  0.214
H 0.12975 -2.04778 0.25420  0.217
H -0.89601 -0.58162 1.48434  0.232
H -2.28846 -0.68958 0.31862  0.219
H -1.83406 1.43777 1.11963  0.184
H -0.29590 1.73762 0.54638  0.176
H -1.75448 1.01848 -1.61287  0.461

Forces on atoms 1 to 3 (eV/Å):
O -3.233 3.356 -2.454
C 2.627 -0.991 2.125
C -1.982 1.773 -0.593

=====

Q: Which of these has the highest calculated total energy?
A: C2H5N3O

=====

Please write out number 3 again, unchanged.
Below is the molecule C2H5N3O at a distorted geometry, with properties calculated with ωB97M-V/def2-TZVPD.

calculated total energy: -8673.2131 eV
total charge: 0
energy relative to the best compared isomer or geometry (same formula, charge and spin): 0.4294 eV
orbital gap: 10.3 eV
HOMO level: -9.428 eV
LUMO: 0.88 eV

Last column: natural (NBO) charge in e.
Element x y z (Å)
C -0.44744 1.04487 -0.10445  0.749
N 0.60851 1.72653 -0.64623  -0.838
N -0.07642 -1.83032 -0.14427  -0.812
C 0.11390 -1.01352 0.90899  0.304
N -0.07668 0.24119 0.96795  -0.567
O -1.57847 1.13322 -0.53482  -0.631
H 0.38365 2.49438 -1.25917  0.396
H 1.45902 1.79392 -0.11346  0.394
H -0.35791 -1.41649 -1.02123  0.409
H -0.18384 -2.81970 -0.00983  0.404
H 0.15569 -1.35406 1.95653  0.193

Forces on atoms 1 to 3 (eV/Å):
C 0.277 -0.379 -0.472
N 0.112 0.311 -0.093
N 0.448 -0.195 -0.167